1.
The molecule C6H9N in a non-equilibrium geometry. Source: the Open Molecules 2025 dataset; level of theory: wB97M-V/def2-TZVPD.

```
16
Properties=species:S:1:pos:R:3:forces:R:3:mulliken_charge:R:1
C 0.4553 2.2111 1.3229 -0.18 -0.07 0.51 -1.233
C 0.0329 1.0421 0.4842 0.78 0.44 0.43 0.791
C -1.1247 0.9378 -0.2200 -0.34 -0.13 -0.71 -0.794
N -1.1468 -0.3076 -0.8087 -0.01 -0.32 -0.58 -0.025
C -0.0087 -0.9736 -0.5204 0.74 -0.24 0.66 0.452
C 0.2760 -2.3731 -0.9511 0.10 -0.32 -0.25 -1.193
C 0.7629 -0.1644 0.2899 -0.71 -0.97 0.04 -0.695
H 1.5130 2.2000 1.5648 0.24 -0.13 -0.25 0.325
H 0.2378 3.1669 0.8518 -0.10 0.05 -0.03 0.323
H -0.0400 2.1849 2.3021 -0.10 0.11 -0.20 0.255
H -1.8725 1.6633 -0.4828 -0.13 0.10 0.25 0.403
H -1.7909 -0.6888 -1.4793 -0.30 0.43 0.09 0.202
H 1.0460 -2.8108 -0.3137 -0.01 0.12 0.00 0.301
H -0.5839 -3.0438 -0.8920 -0.14 0.17 0.07 0.336
H 0.6503 -2.4419 -1.9788 -0.05 0.14 0.06 0.262
H 1.5933 -0.6022 0.8311 0.21 0.63 -0.10 0.290
```
Forces are in eV/Å.

Summary:
Energy relative to the best compared isomer or geometry (same formula, charge and spin): 5.7 kcal/mol
SMILES string: Cc1c[nH]c(C)c1
Lowest unoccupied orbital energy: 1.06 eV
Orbital gap: 8.9 eV

2.
A structure of composition C35H41BCeCl2F4N7O6Si2 in a non-equilibrium geometry. Source: the Open Molecules 2025 dataset; level of theory: wB97M-V/def2-TZVPD.

```
99
Properties=species:S:1:pos:R:3:forces:R:3:mulliken_charge:R:1
Ce 12.2161 10.7077 10.9901 0.33 -0.15 0.59 1.168
C 13.2556 7.0546 8.9160 -0.51 0.92 -1.40 -1.108
Si 13.6409 7.8670 10.6001 -0.03 0.67 0.85 0.342
C 13.3533 6.6118 12.0513 -0.32 -1.17 0.03 -1.229
C 15.5502 7.8797 10.7038 0.43 0.91 -1.08 0.119
C 16.2669 6.7385 11.0667 1.45 0.79 0.77 -0.521
C 17.6925 6.7999 11.2268 -1.96 -2.38 -0.31 -0.621
C 18.3128 7.8598 10.6925 1.05 2.45 0.47 -0.856
C 17.6386 9.0520 10.3393 -0.74 -1.68 -0.09 -0.362
C 16.2428 9.1219 10.3256 0.42 -1.38 0.61 0.632
Si 15.3075 10.7163 9.7870 -0.49 0.19 0.50 0.353
C 15.3894 10.4632 7.8933 1.79 2.54 0.28 -1.249
C 16.6350 12.0876 10.1010 0.92 0.35 0.58 -1.307
H 13.5240 6.0008 8.7968 0.32 0.06 -0.14 0.430
H 13.7657 7.7262 8.1315 -0.30 -1.20 1.01 0.207
H 12.1826 7.1464 8.6044 0.59 -0.12 0.58 0.176
H 12.4056 6.8745 12.5565 0.30 -0.33 -0.07 0.062
H 14.1666 6.5338 12.8284 -0.74 0.38 -0.83 0.308
H 13.2431 5.5751 11.6116 -0.03 0.75 0.53 0.320
H 15.8139 5.7938 11.3522 -0.40 0.23 -0.03 0.368
H 18.2208 5.9162 11.6524 -0.27 0.76 -0.47 0.296
H 19.3814 7.9808 10.7280 0.53 -0.38 0.02 0.315
H 18.3129 9.8254 10.0615 0.03 0.96 -0.32 0.210
H 16.4205 10.2556 7.5529 -0.45 -0.35 0.03 0.282
H 15.0652 11.3635 7.3468 0.03 0.03 0.22 0.274
H 14.6916 9.7490 7.6652 -1.42 -2.24 -0.87 0.222
H 17.6788 11.8209 9.7295 -1.16 0.45 0.23 0.332
H 16.7345 12.2770 11.2062 -0.08 -0.28 -0.83 0.270
H 16.3323 13.0780 9.6885 0.22 -0.62 -0.04 0.283
O 6.4955 12.0049 8.4555 -0.30 0.12 -0.73 -0.700
C 7.3555 11.5602 9.1706 -0.17 0.23 1.82 0.510
C 8.1142 10.2732 9.0288 -0.31 1.01 -0.70 -0.400
O 7.8232 9.4895 8.1459 0.38 -0.96 -0.14 -0.722
C 9.2561 10.3442 9.9469 -0.13 -1.14 -1.79 1.375
C 9.0989 11.4424 10.7832 -0.05 1.26 2.82 0.024
O 9.8985 11.7234 11.7859 -0.54 -0.45 -1.92 0.484
C 7.8348 12.1782 10.4719 1.38 0.25 -0.06 -0.269
O 7.4178 13.1610 11.0713 -0.27 -0.50 -0.26 -0.743
O 10.2618 9.5649 9.8506 0.41 0.30 0.87 -0.657
N 11.5620 15.4200 14.6901 1.45 0.07 -1.01 -0.668
C 12.2947 15.0275 13.5038 -1.75 -0.90 1.15 0.261
C 11.7686 13.9625 12.7414 -0.33 -0.99 0.53 -0.203
N 12.4084 13.5482 11.6624 -0.50 -0.80 -0.04 0.342
C 13.5623 14.1320 11.3448 0.14 0.34 -1.17 -0.133
C 14.0630 15.1294 12.1207 0.10 0.95 -0.82 -0.706
N 13.4041 15.6133 13.1573 0.30 0.86 1.14 -0.715
H 11.3894 14.6346 15.3132 -0.40 -0.35 -0.35 0.272
H 12.1963 15.9999 15.2211 0.02 0.47 0.01 0.389
H 10.9122 13.3274 13.1165 0.84 1.18 -0.82 0.210
H 14.0369 13.9262 10.3758 -0.19 -0.52 0.61 0.457
H 14.9513 15.6632 11.8028 0.19 -0.14 0.21 0.370
F 13.5234 11.0676 13.0611 0.29 0.11 0.13 -0.007
B 13.7713 11.9202 14.2630 -1.63 -0.30 -1.40 -0.132
F 14.4070 11.1853 15.1932 0.29 -0.91 1.09 -0.374
F 14.5251 12.9677 13.8806 0.49 1.05 -0.19 -0.277
F 12.4343 12.3000 14.6178 0.85 -0.25 0.44 0.006
Cl 6.9991 10.9646 14.9492 -0.31 -0.75 0.63 -0.183
C 7.5201 12.4651 14.2454 -1.02 0.50 0.41 0.787
Cl 7.2775 13.8770 15.3192 0.12 -0.31 -0.15 -0.216
H 6.9447 12.6028 13.3654 -0.37 0.43 -0.70 0.282
H 8.5249 12.3514 13.9961 1.72 0.14 -0.31 -0.747
C 11.3004 9.7417 7.0992 0.91 -0.23 0.01 -0.688
N 10.7941 11.0857 7.1196 -1.42 2.04 -0.40 0.383
C 9.7550 11.3723 6.1488 0.00 -0.77 -1.37 -1.126
C 11.2178 12.0427 7.9630 0.31 -0.58 -0.35 0.973
C 10.6559 13.4659 7.8920 1.37 -1.64 -1.21 -2.232
O 12.1045 11.7493 8.7802 -0.05 0.57 0.55 0.171
H 12.0104 9.6960 7.9446 -0.60 -0.70 -0.49 -0.197
H 11.8791 9.6244 6.1681 -0.08 -0.10 0.15 0.490
H 10.4806 8.9952 7.0953 0.51 0.51 0.49 0.303
H 8.8247 10.9009 6.3964 -0.46 -0.69 0.38 0.278
H 10.0710 10.9568 5.1693 -0.10 0.17 0.41 0.342
H 9.4528 12.3888 5.9539 0.66 0.59 0.39 0.408
H 9.6311 13.4346 7.9056 -2.73 -0.24 0.47 0.644
H 10.8290 13.9345 6.9279 0.72 0.16 -0.02 0.435
H 10.9968 14.0027 8.7241 0.72 0.85 0.97 0.264
C 9.3851 8.0663 14.1885 -0.09 0.40 0.75 -1.015
C 9.8735 8.9618 13.2474 -0.07 -0.93 -0.04 -0.275
N 11.1169 9.4563 13.3721 -1.26 0.60 -1.14 1.189
C 11.7406 9.2620 14.5117 0.94 -0.45 -0.38 -1.034
C 11.2773 8.5106 15.5635 -0.71 -0.02 -0.37 0.654
C 10.0682 7.8733 15.3812 0.23 -0.54 0.84 -0.501
C 12.1102 8.3414 16.7475 -0.01 -0.51 -0.77 -1.292
C 12.3828 9.2728 17.6108 0.00 1.87 2.43 -0.689
C 11.8873 10.6996 17.5796 3.76 -0.52 0.22 0.936
C 12.8536 11.7250 17.5889 0.66 -0.33 -0.23 -0.279
C 12.3878 12.9894 17.2638 2.69 0.68 0.43 0.044
N 11.1587 13.2487 17.0110 -3.45 -0.60 -0.47 -0.582
C 10.3121 12.1921 17.1267 0.11 1.64 0.70 -0.419
N 10.6328 10.9782 17.4805 -1.99 -0.71 -0.80 -0.573
H 8.4447 7.5848 14.0469 -0.56 -0.18 -0.23 0.528
H 9.2279 9.1394 12.3651 1.01 0.22 0.38 0.008
H 12.7605 9.5584 14.5497 0.59 0.63 0.00 0.900
H 9.7642 7.2341 16.2349 -0.36 0.26 -0.95 0.371
H 12.6634 7.4332 16.8223 0.05 -0.87 0.22 0.419
H 12.9955 9.0517 18.4982 0.10 0.02 -0.64 0.371
H 13.9563 11.5807 17.6568 -1.18 -0.22 0.06 0.270
H 13.0600 13.8771 17.1498 -0.20 -1.02 0.22 0.336
H 9.2520 12.3550 17.0416 -0.22 0.45 -0.34 0.547
```
Forces are in eV/Å.

Summary:
Total charge: -2
Multiplicity: 2
Lowest unoccupied orbital energy (alpha / beta): 4.00 / 4.00 eV
Orbital gap (alpha / beta): 5.1 / 5.0 eV

3.
A structure of composition C3H6N3O in a non-equilibrium geometry. Source: the Open Molecules 2025 dataset; level of theory: wB97M-V/def2-TZVPD.

```
13
Properties=species:S:1:pos:R:3:forces:R:3:mulliken_charge:R:1
C -0.0254 -0.9422 -0.0774 0.69 1.05 0.95 -0.400
C 0.1831 0.5085 0.0210 -2.73 -1.96 -0.80 0.770
C -0.9900 1.5055 -0.0081 0.39 -0.37 -3.70 -1.180
N 1.1242 -1.5858 -0.0601 -0.77 1.29 0.05 0.288
N 2.2171 -0.8730 0.0062 -0.48 1.76 0.10 -0.559
N 1.4203 0.8366 0.0545 2.34 -0.59 0.27 0.559
O 2.1389 1.7592 0.1613 -0.34 -0.28 -0.21 -0.433
H -0.9657 -1.4773 0.1232 0.61 0.41 -0.54 0.355
H -0.7406 2.4399 -0.5934 -0.22 -1.17 0.64 0.343
H -1.3069 1.7567 0.9108 -0.30 1.22 3.73 0.374
H -1.9826 1.0818 -0.3693 1.71 -0.04 -0.39 0.340
H 1.0919 -2.5640 0.0628 0.47 -1.58 -0.05 0.269
H 3.1932 -1.2435 -0.0789 -1.38 0.25 -0.05 0.274
```
Forces are in eV/Å.

Summary:
Total charge: +1
Energy relative to the best compared isomer or geometry (same formula, charge and spin): 116.4 kcal/mol
Lowest unoccupied orbital energy: -5.42 eV
Orbital gap: 8.8 eV